{
  "formula": "C46H99N2O10",
  "method": "ωB97M-V with the def2-TZVPD basis set",
  "symbols": ["H", "H", "H", "H", "C", "H", "H", "C", "C", "O", "H", "C", "H", "H", "C", "H", "C", "C", "H", "C", "C", "H", "H", "H", "C", "C", "H", "H", "C", "H", "H", "H", "H", "H", "H", "O", "H", "C", "H", "O", "C", "H", "H", "H", "C", "H", "C", "H", "C", "H", "H", "H", "H", "H", "C", "H", "H", "N", "C", "C", "O", "O", "H", "H", "H", "C", "H", "C", "H", "H", "H", "H", "H", "C", "C", "H", "H", "C", "H", "H", "C", "H", "H", "C", "H", "H", "C", "H", "H", "C", "H", "H", "H", "O", "H", "O", "H", "H", "H", "H", "O", "H", "H", "C", "H", "C", "C", "H", "C", "C", "H", "H", "H", "C", "C", "H", "H", "H", "O", "H", "H", "H", "H", "H", "C", "C", "H", "H", "H", "H", "H", "H", "C", "H", "C", "C", "H", "H", "C", "H", "C", "H", "H", "C", "C", "H", "H", "H", "H", "H", "O", "N", "H", "H", "H", "H", "C"],
  "xyz": [[-5.21829, 2.27123, 6.28155], [-2.38462, -3.98572, -0.95776], [2.09624, 1.24500, -4.07962], [-2.21202, 7.68644, -5.21404], [1.59724, 1.54323, -1.13926], [-3.12509, -1.18829, -5.72007], [-4.14522, -0.82589, -2.74385], [-0.21669, 3.21683, 0.39719], [-3.48008, -1.63516, -3.06214], [-2.74167, 4.95285, -5.07768], [-0.03757, 1.88498, -3.44455], [-4.45983, 2.60515, 5.57289], [6.62696, -0.40317, -5.82096], [-3.82794, 6.67826, 4.31546], [8.52131, -1.20543, -5.23191], [4.37976, -1.57719, -1.98847], [-3.79478, 3.87562, 6.07545], [-2.69951, -0.45830, -5.02643], [7.91696, 0.78166, -5.84170], [-1.83835, -0.04646, -2.07907], [-3.12102, 4.68063, 3.90929], [-3.13098, 1.53188, -4.19104], [-1.13986, -5.30660, 6.33719], [9.52072, 2.39095, -2.88531], [4.21114, 2.35638, -1.81809], [-2.02417, 5.28381, -3.90304], [4.23018, 1.42664, 0.18518], [9.43378, -0.92046, -4.70722], [2.42505, 0.62123, -2.04701], [1.27512, -5.66498, 8.19939], [4.30464, 3.19337, 0.20944], [-2.00621, -1.12479, -2.54352], [1.28900, -3.01853, 2.47674], [-3.44313, 3.78244, 3.36800], [-5.05387, -3.09851, -3.20418], [-2.34505, -1.09164, -3.80167], [0.10421, -0.66696, -1.99324], [-4.24496, -2.70559, -3.81988], [2.02962, -1.49134, -2.03165], [0.66011, 4.20684, 0.12655], [-4.11895, -5.07077, -0.32149], [-0.47445, -7.94312, 8.01577], [2.00080, 1.65967, -0.13137], [-2.01844, -5.27974, 0.16526], [3.87741, -1.38686, -1.04188], [-3.83308, 1.20576, -5.82220], [-2.27233, -4.88510, 2.92728], [-2.60725, -7.72579, 5.81819], [-0.79312, -7.93704, 6.96797], [1.38311, -0.04657, 3.09956], [-0.68655, 2.19690, 3.96161], [-4.53742, 4.66278, 6.24461], [-0.39717, -5.85820, 8.71215], [1.35124, -1.47232, 4.23906], [-0.74766, 2.35170, -0.75593], [-3.98375, 5.56599, -6.53972], [3.53604, 3.20173, -2.02006], [3.78256, 1.07089, -2.35456], [-2.90619, 5.74137, -2.75251], [-2.74323, -4.48779, -0.05616], [-0.00383, -7.03067, 6.21781], [7.05879, 0.35074, -4.00567], [8.79958, -1.50701, -6.24204], [-4.94820, 2.75287, 4.60832], [-0.68320, 2.95822, -1.67122], [7.51472, -0.06942, -5.28195], [-4.32776, 6.28574, -4.98147], [3.55692, -2.77427, -0.40025], [-1.91872, 6.92353, -6.77310], [5.72212, 2.28320, -0.25885], [-2.34186, -5.84345, 2.41035], [9.36126, 1.82126, -4.54508], [-0.30320, 0.32721, -4.19011], [-2.62108, 0.87067, -2.90817], [-3.12582, -3.81729, 2.26864], [1.83206, -0.50157, -3.86904], [0.61315, 4.44513, -0.80754], [8.04987, 0.83441, -3.11402], [5.13057, 2.61003, -2.35458], [-3.72135, 1.81050, 5.44961], [-3.51459, 5.99814, -5.65605], [3.48218, -1.75298, 2.92097], [8.11611, 2.85898, -3.85950], [-0.01453, 1.81717, 4.73390], [-4.37687, 6.00994, 2.76827], [0.96642, -1.75069, 1.26439], [-3.39641, 1.77589, -3.36213], [-4.68508, -2.32060, -4.74061], [-2.56693, -6.70625, 7.25360], [-4.17297, 5.77307, 3.81371], [2.49287, -2.94997, -0.60885], [-1.76666, -0.11496, -5.47459], [-3.45206, 6.65262, -2.99469], [-2.72605, -3.49626, 0.94641], [-1.25442, 6.03133, -4.12385], [-0.60005, 3.01838, 1.51123], [-1.22117, -4.58824, 2.92591], [-2.59107, -5.03933, 3.95859], [7.52011, 1.10841, -2.19973], [-4.59076, 0.45484, -4.41232], [-1.24236, -0.29164, 4.21266], [-4.07366, -5.78493, -1.14491], [1.55854, 2.55118, -1.56097], [-0.12700, -5.66228, 6.56057], [-1.79921, 2.12723, -0.59064], [0.17263, 0.82363, -3.34498], [3.00081, -1.74028, 1.93492], [0.54479, -5.12193, 5.89151], [1.51032, -1.98696, 2.19180], [-3.63596, 0.74027, -4.84791], [-4.82084, -4.27665, -0.58469], [1.01598, 1.78476, 4.37651], [-3.58089, -3.52697, -4.09236], [8.80688, 2.04451, -3.63313], [-2.28784, -7.68529, 6.86139], [-3.34159, 7.95247, -6.53961], [-3.32936, 3.67647, 7.04086], [4.02161, 1.00328, -3.33201], [-2.75614, 4.34958, 5.23525], [-0.00575, 0.51523, -0.02475], [8.09858, -2.06696, -4.71244], [-0.84049, -0.65752, 2.23423], [8.74113, 0.02972, -2.84279], [-5.11436, 5.47787, 4.27847], [1.66676, 0.48179, -3.42542], [0.98224, -1.04133, 3.30764], [4.77853, -2.79646, 1.37991], [-3.02853, -2.88191, 2.82078], [0.17315, -4.27661, 8.18207], [4.11144, -3.58765, -0.87162], [-2.19318, -0.09462, -1.03909], [-4.52318, -5.59232, 0.54646], [2.49508, -0.78590, -1.32395], [3.11635, -0.73028, 1.52766], [0.25053, -5.34879, 7.99781], [-0.53820, -1.05520, 3.20953], [-0.04560, 2.47019, 5.60305], [-0.86242, -2.09519, 3.30092], [3.71415, -2.83704, 1.12474], [3.33791, -3.80877, 1.46102], [4.63383, 2.29997, -0.32975], [-3.64262, 4.97367, -2.50598], [-4.14934, 2.49781, -3.65442], [-2.69880, 7.21047, -6.06640], [0.11833, 1.08382, -0.95118], [-2.20471, 5.02196, 3.42514], [4.49323, -0.81956, -0.34609], [1.86701, -0.79560, -0.42530], [-0.56836, -8.92704, 6.57058], [-4.18534, -4.09247, 2.31200], [-0.12311, -0.07124, 6.14172], [-0.36149, 0.23875, -2.09085], [-3.07122, -2.07310, -2.15259], [-2.30121, 5.94331, -1.86649], [-2.83840, -8.43839, 7.42599], [-1.49655, 4.37280, -3.60376], [-0.45687, 0.40693, 5.09610]],
  "atomic_forces_ev_per_a": [[0.0, 0.0, 0.0], [0.1, 0.0, 0.0], [0.0, -0.2, -0.2], [-0.1, 0.1, 0.0], [-0.4, 0.2, -0.4], [-0.3, 0.3, -0.1], [0.1, 0.0, -0.1], [-0.8, -0.5, 0.2], [-1.5, -1.2, -1.2], [0.0, -0.4, 0.0], [-0.1, 0.0, 0.5], [0.1, 0.0, -0.1], [-0.1, 0.1, 0.1], [0.0, 0.0, 0.0], [0.0, 0.0, 0.1], [0.3, 0.5, 0.1], [-0.1, -0.1, 0.0], [0.1, 0.8, 0.2], [0.1, 0.0, 0.0], [0.0, 0.2, 3.6], [-0.1, 0.0, -0.1], [5.5, -2.3, -15.8], [0.0, 0.0, 0.1], [0.0, 0.0, 0.0], [1.0, 0.0, 0.1], [0.0, 0.2, 0.1], [0.1, 0.0, -0.1], [0.0, 0.0, -0.1], [0.0, -1.1, -0.2], [0.0, 0.0, 0.0], [0.0, -0.1, 0.0], [3.1, 3.6, 3.9], [0.1, 0.0, -0.2], [-0.1, 0.0, 0.0], [0.0, 0.0, 0.0], [-2.7, -4.5, -6.6], [-0.1, 0.1, 0.1], [0.2, 0.1, -0.3], [0.0, -0.1, 0.3], [-0.3, 0.0, -0.1], [-0.1, 0.0, 0.0], [-0.1, 0.0, 0.0], [0.2, -0.1, -0.2], [-0.1, 0.0, 0.0], [-0.9, -1.3, 0.4], [-0.1, 0.0, -0.2], [0.1, 0.0, -0.2], [0.0, 0.0, 0.0], [-0.1, 0.0, 0.1], [0.0, 0.0, 0.4], [0.3, 0.2, 0.0], [0.0, 0.0, 0.0], [-0.1, 0.1, 0.0], [-0.1, 0.5, 0.2], [0.5, 0.5, -0.9], [0.1, -0.1, 0.0], [-0.2, -0.2, 0.1], [-0.1, 0.8, 0.7], [-0.1, 0.0, -0.1], [-0.1, -0.3, 0.2], [0.1, -0.1, -0.2], [-0.3, 0.0, 0.0], [0.0, 0.0, 0.0], [-0.1, 0.0, 0.0], [-0.2, -0.2, 0.0], [0.1, 0.0, -0.1], [0.0, 0.0, 0.0], [-0.5, 0.3, 0.2], [0.0, 0.0, 0.0], [-0.1, -0.2, 0.1], [-0.1, 0.0, 0.0], [0.1, 0.0, 0.0], [-0.2, 0.1, 0.2], [1.9, 2.7, 6.4], [0.0, -0.2, 0.2], [0.0, 0.1, 0.0], [0.2, 0.0, 0.0], [0.1, 0.0, 0.0], [-0.2, 0.0, -0.2], [0.0, 0.0, 0.0], [-0.1, 0.2, 0.0], [0.0, 0.3, -0.1], [0.0, 0.0, 0.0], [-0.9, -0.3, -0.6], [0.0, 0.0, 0.0], [-0.1, -0.3, 0.1], [-2.4, 1.5, 13.3], [-0.1, 0.0, 0.0], [0.0, 0.0, 0.1], [0.0, 0.0, 0.1], [0.2, -0.4, -0.1], [0.1, -0.1, 0.1], [0.1, 0.1, 0.0], [0.2, 0.7, -0.2], [0.0, 0.0, 0.0], [0.4, 0.0, 0.2], [0.0, 0.0, 0.1], [0.0, 0.0, 0.0], [-0.1, -0.1, -0.1], [-0.1, -0.2, -0.5], [0.3, 0.2, -0.2], [0.0, 0.0, 0.0], [0.1, -0.1, -0.1], [-0.1, 0.1, 0.1], [0.1, 0.0, 0.2], [0.6, -1.2, -1.2], [-0.1, -0.8, 0.7], [0.0, -0.1, -0.1], [-0.1, 0.9, -0.1], [-3.7, -2.1, -5.0], [0.0, 0.0, 0.0], [-0.1, 0.0, -0.1], [0.0, 0.0, 0.1], [0.0, 0.0, -0.1], [0.0, 0.1, -0.1], [0.0, 0.0, 0.0], [0.1, 0.1, 0.0], [-0.1, -0.1, 0.0], [0.2, 0.0, 0.1], [0.1, -0.3, -0.3], [0.0, 0.0, 0.0], [-0.1, -0.1, 0.0], [0.0, 0.0, 0.0], [0.0, 0.0, -0.1], [0.1, 1.1, 0.7], [0.0, -0.9, -1.2], [0.0, -0.1, -0.1], [0.0, 0.0, -0.1], [0.0, 0.0, 0.0], [0.1, 0.1, 0.1], [0.7, 0.3, 0.4], [0.1, 0.0, 0.0], [-0.1, 0.5, -1.1], [0.2, -0.1, -0.1], [0.0, -0.1, 0.1], [0.2, 0.2, 0.4], [-0.1, -0.2, 0.1], [-0.2, 0.1, -0.1], [0.2, 0.3, -0.2], [0.1, 0.1, 0.1], [-0.3, 0.4, -0.1], [0.0, 0.0, 0.0], [-0.5, 0.8, 1.6], [0.2, -0.1, 0.1], [0.3, 1.1, 1.1], [0.1, -0.1, 0.1], [0.1, 0.3, -0.4], [0.2, 0.0, 0.0], [0.1, 0.1, -0.1], [0.0, -0.1, -0.1], [-0.3, -0.4, 0.0], [-0.3, 0.6, 0.3], [-0.2, -0.2, -0.1], [0.0, 0.0, 0.0], [0.0, 0.0, 0.0], [-0.1, -0.1, -0.2], [0.8, 0.5, 0.8]],
  "mulliken_charge": [0.405, 0.294, 0.573, 0.265, -1.415, 0.437, 0.280, -0.561, 0.000, -0.361, 0.191, -0.823, 0.334, 0.311, -1.069, 0.355, -0.349, -0.854, 0.315, -0.224, -0.055, 0.225, 0.067, 0.409, -0.451, 0.602, 0.029, 0.266, 1.452, 0.308, 0.318, 0.242, 0.552, 0.210, 0.415, -0.409, 0.479, -1.639, 0.523, -0.493, -1.280, 0.302, 0.164, 0.367, -0.653, 0.535, -0.871, 0.228, -0.318, 0.244, 0.089, 0.313, 0.285, 0.405, 0.394, 0.339, 0.191, -0.039, -1.148, -0.233, -0.439, -0.291, 0.394, 0.260, -0.546, -0.386, 0.331, -0.850, 0.291, 0.305, 0.388, 0.300, -0.177, -0.094, -0.554, 0.241, 0.446, -0.251, 0.555, 0.079, -0.407, 0.792, 0.302, -0.738, 0.399, 0.036, -1.094, 0.423, 0.266, -1.259, 0.359, 0.457, 0.418, -0.255, 0.393, -0.469, 0.067, 0.380, 0.203, 0.406, -0.371, 0.414, 0.916, 0.079, 0.699, 0.328, -0.241, 0.279, -0.380, -0.661, 0.276, 0.265, 0.330, -1.174, -0.961, 0.398, 0.349, 0.438, -0.435, -0.294, 0.296, 0.121, 0.364, 0.287, -2.036, -0.803, 0.349, 0.353, 0.399, 0.460, 0.545, 0.370, -0.501, -0.221, -1.204, 0.155, 0.393, -0.240, -1.256, 0.443, -0.794, 0.246, 0.572, -1.029, 0.944, 0.330, 0.289, -0.959, 0.335, 0.385, -0.586, 0.229, 0.454, 0.400, 0.385, -0.709, 0.826],
  "charge": 1,
  "homo_ev": -9.24,
  "homo_lumo_gap_ev": 7.10,
  "multiplicity": 1,
  "e_lumo_ev": -2.14
}